The following is a DFT calculation (the ωB97M-V functional and the def2-TZVPD basis) of C30H43BrN2NiP2 as an isolated structure.

```
79
C30H43BrN2NiP2 | the Open Molecules 2025 dataset | the ωB97M-V functional and the def2-TZVPD basis
C 4.306 -5.144 1.146
C 4.353 -3.742 0.883
C 5.546 -3.275 0.265
C 6.583 -4.179 -0.019
N 6.508 -5.475 0.244
C 5.410 -5.948 0.815
C 3.265 -2.837 1.163
C 2.242 -2.131 1.169
C 0.927 -1.886 0.660
C 0.028 -2.881 0.204
C -1.078 -2.638 -0.569
C -1.631 -1.204 -0.649
C -0.635 -0.186 -0.250
C 0.567 -0.486 0.408
Ni 1.443 0.251 2.191
P -2.353 -0.482 -2.250
H 5.682 -2.230 -0.012
H 3.433 -5.623 1.592
H 7.507 -3.839 -0.482
H 5.407 -7.017 1.016
H 1.443 0.037 -0.034
H 0.162 -3.902 0.592
H -0.911 0.884 -0.281
H -1.817 -3.446 -0.716
C -3.181 1.017 -1.674
C -3.564 2.092 -2.689
H -2.501 1.449 -0.931
H -4.052 0.677 -1.101
H -4.274 2.779 -2.208
H -2.701 2.698 -2.983
H -4.065 1.688 -3.574
C -1.122 0.112 -3.440
C -0.180 -0.983 -3.937
H -0.611 0.957 -2.941
H -1.728 0.561 -4.252
H 0.581 -0.502 -4.561
H 0.328 -1.501 -3.110
H -0.706 -1.733 -4.545
C -3.313 -1.798 -2.981
C -4.229 -1.205 -4.057
H -3.881 -2.333 -2.210
H -2.593 -2.523 -3.396
H -4.775 -2.012 -4.565
H -4.987 -0.537 -3.624
H -3.670 -0.662 -4.835
Br -3.088 -1.288 0.720
P 0.922 3.436 0.626
C -0.001 3.304 -0.955
C -0.113 4.643 -1.686
H -1.014 2.937 -0.729
H 0.526 2.551 -1.555
H -0.485 4.446 -2.694
H -0.841 5.310 -1.198
H 0.850 5.161 -1.779
C -0.351 2.858 1.745
C -0.536 3.937 2.816
H 0.120 1.905 2.102
H -1.296 2.630 1.231
H -1.438 3.789 3.416
H 0.311 3.930 3.511
H -0.615 4.939 2.371
C 2.204 2.136 0.522
C 3.487 2.967 0.438
H 2.003 1.617 -0.434
H 2.292 1.433 1.435
H 4.368 2.399 0.744
H 3.657 3.292 -0.596
H 3.433 3.877 1.066
C -2.172 -0.525 5.397
C -1.201 -1.449 5.004
C -0.286 -1.120 4.000
N -0.202 0.148 3.496
C -1.289 0.948 3.732
C -2.282 0.676 4.686
H -2.862 -0.732 6.193
H -1.151 -2.438 5.448
H 0.420 -1.799 3.528
H -1.422 1.832 3.128
H -3.112 1.393 4.798
```

Values from the calculation:
- lowest unoccupied orbital energy (spin up / spin down) (eV) = -6.17 / -7.47
- net charge = +2
- total energy (eV) = -164430.3683
- <S²> = 2.10
- gap between HOMO and LUMO (spin up / spin down) (eV) = 6.961 / 5.851
- highest occupied orbital energy (spin up / spin down) (eV) = -13.13 / -13.32
- spin multiplicity = 3

Charges computed using Mulliken, reported in e: atom 1 (C): -0.473, atom 2 (C): 0.302, atom 3 (C): -0.394, atom 4 (C): -0.357, atom 5 (N): -0.525, atom 6 (C): -0.329, atom 7 (C): 0.175, atom 8 (C): -0.663, atom 9 (C): 1.025, atom 10 (C): -0.417, atom 11 (C): -0.939, atom 12 (C): 0.933, atom 13 (C): -1.020, atom 14 (C): -0.069, atom 15 (Ni): 0.078, atom 16 (P): 1.042, atom 17 (H): 0.414, atom 18 (H): 0.414, atom 19 (H): 0.386, atom 20 (H): 0.388, atom 21 (H): 0.293, atom 22 (H): 0.446, atom 23 (H): -0.797, atom 24 (H): 0.396, atom 25 (C): 0.159, atom 26 (C): -1.338, atom 27 (H): -0.318, atom 28 (H): 0.563, atom 29 (H): 0.463, atom 30 (H): 0.263, atom 31 (H): 0.312, atom 32 (C): -0.253, atom 33 (C): -1.287, atom 34 (H): 0.143, atom 35 (H): 0.627, atom 36 (H): 0.429, atom 37 (H): 0.248, atom 38 (H): 0.378, atom 39 (C): -0.437, atom 40 (C): -1.231, atom 41 (H): 0.475, atom 42 (H): 0.525, atom 43 (H): 0.420, atom 44 (H): 0.349, atom 45 (H): 0.353, atom 46 (Br): 0.056, atom 47 (P): -0.479, atom 48 (C): 0.722, atom 49 (C): -1.496, atom 50 (H): -0.389, atom 51 (H): 0.094, atom 52 (H): 0.404, atom 53 (H): 0.359, atom 54 (H): 0.397, atom 55 (C): 0.888, atom 56 (C): -1.566, atom 57 (H): -0.464, atom 58 (H): 0.661, atom 59 (H): 0.444, atom 60 (H): 0.384, atom 61 (H): 0.458, atom 62 (C): 0.441, atom 63 (C): -1.543, atom 64 (H): 0.112, atom 65 (H): 0.289, atom 66 (H): 0.437, atom 67 (H): 0.349, atom 68 (H): 0.379, atom 69 (C): -0.251, atom 70 (C): -0.774, atom 71 (C): -0.037, atom 72 (N): -0.222, atom 73 (C): 0.099, atom 74 (C): -0.915, atom 75 (H): 0.453, atom 76 (H): 0.443, atom 77 (H): 0.419, atom 78 (H): 0.249, atom 79 (H): 0.444